No. 1
Below is a single C19H24ClN3O3S molecule at a distorted geometry, with properties calculated with the ωB97M-V functional and the def2-TZVPD basis.

Structure (ORCA input):
```
! RIJCOSX wB97M-V def2-TZVPD def2/J DEFGRID3
* xyz 0 1
C 1.84 -4.29 -1.08
C 1.17 -3.03 -1.61
C 2.17 -1.88 -1.74
C 1.55 -0.60 -2.28
N 0.68 0.01 -1.31
C 0.55 1.34 -1.22
O 1.18 2.13 -1.91
C -0.42 1.83 -0.20
C -0.62 3.22 0.11
C 0.17 4.37 -0.35
S 1.45 4.78 0.91
C 2.30 3.21 0.93
C 3.28 2.93 -0.01
C 3.92 1.71 0.01
C 3.58 0.77 0.97
Cl 4.40 -0.74 1.02
C 2.59 1.04 1.91
C 1.95 2.26 1.89
N -1.59 3.36 0.97
O -2.07 2.13 1.26
C -1.38 1.20 0.57
C -1.79 -0.21 0.80
O -1.21 -1.16 0.30
N -2.84 -0.33 1.62
C -3.45 -1.60 1.94
C -4.91 -1.66 1.49
C -5.04 -1.54 -0.03
H 2.63 -4.61 -1.75
H 2.28 -4.10 -0.10
H 1.12 -5.10 -0.99
H 0.37 -2.74 -0.93
H 0.73 -3.23 -2.59
H 2.62 -1.68 -0.77
H 2.97 -2.19 -2.42
H 2.32 0.13 -2.54
H 0.98 -0.82 -3.20
H 0.09 -0.60 -0.75
H -0.44 5.26 -0.42
H 0.68 4.14 -1.29
H 3.53 3.67 -0.75
H 4.68 1.48 -0.72
H 2.33 0.29 2.65
H 1.19 2.50 2.62
H -3.28 0.50 1.99
H -2.86 -2.37 1.43
H -3.39 -1.77 3.02
H -5.46 -0.85 1.97
H -5.34 -2.60 1.82
H -4.49 -2.34 -0.52
H -4.64 -0.59 -0.38
H -6.08 -1.60 -0.33
*
```

## Properties
HOMO-LUMO gap in Eh: 0.320
SMILES: CCCCNC(=O)c1c(CSc2ccc(Cl)cc2)noc1C(=O)NCCC
HOMO level in eV: -8.827
Energy above the lowest of the compared OMol25 structures with the same formula, charge and spin in kcal/mol: 40.1

Atomic partial charges in e from the Mulliken method, atoms 1 to 6: -1.39 0.06 -0.28 -0.88 0.22 0.58


No. 2
Below is a single C22H26N4O2S molecule, with properties calculated with the ωB97M-V functional and the def2-TZVPD basis.

Structure (ORCA input):
```
! RIJCOSX wB97M-V def2-TZVPD def2/J DEFGRID3
* xyz 0 1
C -0.69 -1.17 -1.96
C -1.86 -2.00 -1.45
C -3.08 -1.14 -1.27
C -4.08 -1.11 -2.22
C -5.17 -0.27 -2.10
C -5.26 0.58 -1.00
C -4.28 0.57 -0.03
C -4.36 1.47 1.17
C -3.19 -0.29 -0.16
N -2.19 -0.28 0.84
C -2.01 -1.26 1.73
O -2.66 -2.28 1.81
C -0.86 -0.98 2.70
S 0.78 -1.21 1.94
C 1.01 0.33 1.17
N 0.09 1.26 1.04
C 0.72 2.30 0.39
C 0.22 3.52 -0.02
C 1.09 4.38 -0.66
C 2.42 4.03 -0.89
C 2.94 2.81 -0.49
C 2.07 1.95 0.15
N 2.23 0.69 0.69
C 3.39 -0.14 0.63
C 3.41 -0.92 -0.70
O 2.62 -0.67 -1.58
N 4.37 -1.87 -0.80
C 5.28 -2.21 0.27
C 4.41 -2.70 -1.98
H 0.21 -1.77 -2.06
H -0.46 -0.36 -1.27
H -0.92 -0.73 -2.92
H -2.09 -2.79 -2.18
H -1.60 -2.49 -0.51
H -4.01 -1.77 -3.08
H -5.94 -0.26 -2.85
H -6.11 1.24 -0.91
H -5.27 2.06 1.15
H -4.35 0.88 2.09
H -3.51 2.15 1.20
H -1.56 0.53 0.88
H -0.89 -1.70 3.52
H -0.89 0.04 3.08
H -0.81 3.79 0.16
H 0.74 5.34 -0.99
H 3.07 4.74 -1.40
H 3.96 2.55 -0.69
H 4.28 0.49 0.70
H 3.37 -0.83 1.47
H 4.77 -2.75 1.07
H 6.06 -2.85 -0.14
H 5.75 -1.32 0.69
H 4.20 -3.74 -1.73
H 5.39 -2.63 -2.46
H 3.65 -2.34 -2.67
*
```

## Properties
HOMO-LUMO gap in Eh: 0.315
SMILES: CCc1cccc(C)c1NC(=O)CSc1nc2ccccc2n1CC(=O)N(C)C
HOMO level in eV: -8.273
Energy above the lowest of the compared OMol25 structures with the same formula, charge and spin in kcal/mol: 0.0

Atomic partial charges in e from the Mulliken method, atoms 1 to 6: -0.64 -0.73 0.50 -0.89 -0.82 -0.91


No. 3
Below is 2 unconnected molecules or ions with the total composition C32H36F6N3 at a distorted geometry, with properties calculated with the ωB97M-V functional and the def2-TZVPD basis.

Structure (ORCA input):
```
! RIJCOSX wB97M-V def2-TZVPD def2/J DEFGRID3
* xyz 1 1
C 3.06 4.83 3.52
N 3.02 3.74 2.57
C 4.24 3.52 1.81
C 4.17 4.35 0.56
F 5.26 4.27 -0.24
F 3.07 3.95 -0.19
F 3.96 5.67 0.87
C 1.88 3.03 2.29
C 1.88 1.61 2.23
C 0.74 0.93 1.86
C -0.42 1.63 1.35
C -1.61 0.92 1.04
C -2.93 1.49 1.03
C -4.10 0.67 0.87
C -5.36 1.22 0.70
C -5.56 2.63 0.65
N -6.79 3.20 0.34
C -7.23 3.50 -1.01
C -7.79 3.50 1.37
C -7.50 4.85 1.95
F -8.47 5.33 2.78
F -6.33 4.79 2.67
F -7.30 5.78 0.95
C -4.45 3.45 0.95
C -3.22 2.88 1.28
C -0.30 3.06 1.26
C 0.73 3.73 1.88
H 2.28 4.69 4.28
H 4.04 4.82 4.00
H 2.91 5.81 3.04
H 5.09 3.85 2.41
H 4.29 2.46 1.52
H 2.79 1.09 2.53
H 0.67 -0.15 2.03
H -1.54 -0.16 0.96
H -3.99 -0.41 0.94
H -6.25 0.58 0.57
H -6.63 2.93 -1.73
H -8.28 3.23 -1.09
H -7.13 4.58 -1.23
H -8.77 3.51 0.90
H -7.71 2.76 2.17
H -4.58 4.53 0.97
H -2.53 3.52 1.81
H -1.07 3.66 0.79
H 0.74 4.83 1.93
C 4.36 -6.21 -1.02
N 3.37 -5.20 -1.36
C 3.20 -4.79 -2.65
C 2.29 -3.80 -2.98
C 2.04 -3.45 -4.41
C 2.50 -4.50 -5.43
C 3.88 -5.06 -5.12
C 3.99 -5.56 -3.68
C 2.51 -4.73 -0.32
C 2.77 -3.49 0.29
C 1.89 -3.02 1.26
C 0.76 -3.76 1.61
C 0.51 -5.01 0.99
C 1.40 -5.50 0.05
H 4.34 -6.34 0.06
H 4.15 -7.17 -1.51
H 5.37 -5.87 -1.32
H 1.75 -3.23 -2.22
H 0.98 -3.22 -4.56
H 2.61 -2.53 -4.63
H 1.79 -5.33 -5.45
H 2.52 -4.04 -6.42
H 4.08 -5.91 -5.78
H 4.66 -4.32 -5.33
H 5.05 -5.59 -3.40
H 3.61 -6.60 -3.67
H 3.64 -2.93 -0.04
H 2.11 -2.06 1.74
H 0.07 -3.38 2.36
H -0.38 -5.59 1.25
H 1.24 -6.47 -0.45
*
```

## Properties
HOMO-LUMO gap in Eh: 0.114
HOMO level in eV: -8.594
Energy above the lowest of the compared OMol25 structures with the same formula, charge and spin in kcal/mol: 1.4

Atomic partial charges in e from the Mulliken method, atoms 1 to 6: -0.94 0.26 -1.00 0.97 -0.25 -0.25


No. 4
Below is 3 unconnected molecules or ions with the total composition C17H39N2O7 at a distorted geometry, with properties calculated with the ωB97M-V functional and the def2-TZVPD basis.

Structure (ORCA input):
```
! RIJCOSX wB97M-V def2-TZVPD def2/J DEFGRID3
* xyz -1 1
C 3.99 -0.73 0.74
C 2.52 -0.31 1.18
C 2.22 -0.41 2.73
C 2.54 -1.85 3.41
N 1.44 -2.53 4.06
C 0.69 -3.64 3.40
C 1.46 -4.99 3.90
C 3.00 -5.10 3.58
C 3.43 -6.64 3.36
N 4.85 -6.99 3.11
O 2.64 -7.59 3.32
C 0.76 -3.63 1.78
O 1.13 -4.90 1.17
O 2.21 -4.66 0.34
H 4.72 -0.14 1.38
H 4.14 -1.86 0.85
H 4.15 -0.44 -0.35
H 1.75 -0.83 0.51
H 2.42 0.80 0.90
H 1.10 -0.19 2.87
H 2.81 0.43 3.24
H 3.08 -2.45 2.62
H 3.35 -1.61 4.20
H 0.75 -1.83 4.35
H 0.81 -5.84 3.51
H 1.34 -5.03 5.03
H 3.61 -4.67 4.44
H 3.34 -4.59 2.61
H 4.89 -7.78 2.45
H 5.36 -6.19 2.75
H -0.34 -3.47 1.47
H 1.33 -2.80 1.29
H 1.93 -4.68 -0.60
C -1.10 1.96 -3.46
O -0.35 3.14 -3.20
C -0.20 3.39 -1.81
C 1.19 2.99 -1.32
O 1.37 1.58 -1.38
C 2.14 1.18 -2.50
H -1.00 1.71 -4.51
H -0.74 1.11 -2.87
H -2.16 2.14 -3.24
H -0.98 2.88 -1.23
H -0.32 4.47 -1.66
H 1.29 3.28 -0.27
H 1.97 3.50 -1.89
H 3.19 1.42 -2.33
H 1.79 1.65 -3.42
H 2.05 0.09 -2.61
C -4.11 4.12 -3.72
O -4.71 3.34 -2.70
C -4.91 4.08 -1.50
C -6.36 4.52 -1.35
O -6.72 5.47 -2.34
C -7.47 4.90 -3.40
H -4.18 3.57 -4.66
H -4.60 5.09 -3.85
H -3.05 4.28 -3.49
H -4.24 4.95 -1.45
H -4.66 3.42 -0.66
H -6.48 5.01 -0.38
H -7.03 3.65 -1.38
H -8.49 4.69 -3.06
H -7.01 3.98 -3.77
H -7.52 5.62 -4.22
*
```

## Properties
HOMO-LUMO gap in Eh: 0.133
HOMO level in eV: -1.501
Energy above the lowest of the compared OMol25 structures with the same formula, charge and spin in kcal/mol: 154.5

Atomic partial charges in e from the Mulliken method, atoms 1 to 6: -0.92 0.07 -0.68 -0.01 -0.16 -0.94


No. 5
Below is a molecular structure, C39H32ClIMoN8O5Se at a distorted geometry, with properties calculated with the ωB97M-V functional and the def2-TZVPD basis.

Structure (ORCA input):
```
! RIJCOSX wB97M-V def2-TZVPD def2/J DEFGRID3
* xyz 0 3
Mo 0.31 0.06 -0.48
C -2.92 0.11 3.40
C -3.87 0.30 2.27
C -4.99 -0.50 2.18
C -5.95 -0.27 1.20
C -5.84 0.84 0.39
C -4.73 1.66 0.42
C -4.79 2.87 -0.45
C -3.65 1.34 1.30
N -2.39 1.84 1.33
C -1.75 2.77 0.67
O -2.12 3.75 0.01
C -0.25 2.77 0.99
C 0.19 3.97 1.54
C 1.51 4.13 1.94
C 2.35 3.05 1.77
C 1.86 1.90 1.18
N 0.57 1.73 0.77
C 2.75 0.74 0.95
O 3.97 0.83 1.07
N 2.04 -0.37 0.58
C 2.67 -1.59 0.93
C 3.40 -1.76 2.12
C 3.48 -0.75 3.23
C 4.11 -2.94 2.31
C 4.09 -3.97 1.39
C 3.27 -3.85 0.28
C 2.56 -2.69 0.06
C 1.65 -2.61 -1.12
H -3.02 -0.89 3.83
H -3.14 0.83 4.19
H -1.89 0.26 3.08
H -5.13 -1.31 2.88
H -6.81 -0.93 1.13
H -6.64 1.08 -0.30
H -5.80 3.28 -0.42
H -4.58 2.60 -1.48
H -4.09 3.63 -0.15
H -0.52 4.77 1.63
H 1.85 5.06 2.38
H 3.39 3.07 2.05
H 2.59 -0.13 3.29
H 4.33 -0.09 3.06
H 3.62 -1.26 4.18
H 4.70 -3.04 3.21
H 4.68 -4.85 1.55
H 3.19 -4.67 -0.42
H 0.95 -3.45 -1.15
H 2.21 -2.60 -2.06
H 1.05 -1.67 -1.02
N -0.38 2.45 -2.32
C -1.78 2.14 -2.55
C -2.21 0.93 -1.69
O -3.24 0.34 -1.87
O -1.34 0.67 -0.77
H -0.30 3.28 -1.74
H 0.12 2.61 -3.19
H -1.99 1.90 -3.59
H -2.44 2.97 -2.24
Cl 4.06 -0.86 -6.31
C 2.76 -0.80 -5.16
C 1.62 -1.54 -5.39
C 0.58 -1.51 -4.47
I -1.16 -2.67 -4.71
C 0.66 -0.78 -3.29
O -0.26 -0.81 -2.39
C 1.83 0.00 -3.07
N 1.82 0.75 -1.93
C 2.83 1.60 -1.77
C 3.94 1.64 -2.61
C 4.01 0.82 -3.71
C 2.89 0.01 -4.01
H 1.54 -2.14 -6.28
H 2.77 2.30 -0.94
H 4.75 2.32 -2.38
H 4.86 0.80 -4.36
Se -2.98 -3.39 -0.82
N -2.75 -3.95 0.85
C -1.89 -3.14 1.46
C -1.39 -3.25 2.77
C -0.47 -2.30 3.17
C -0.07 -1.28 2.32
N -0.49 -1.16 1.05
C -1.38 -2.08 0.63
N -1.83 -2.07 -0.61
H -1.73 -4.04 3.42
H -0.06 -2.33 4.16
H 0.60 -0.51 2.66
*
```

## Properties
<S²>: 2.02
HOMO-LUMO gap (alpha / beta) in Eh: 0.160 / 0.159
HOMO level (alpha / beta) in eV: -6.338 / -6.337
Energy above the lowest of the compared OMol25 structures with the same formula, charge and spin in kcal/mol: 61.3

Atomic partial charges in e from the Mulliken method, atoms 1 to 6: -2.52 -1.24 0.69 -0.43 -1.15 -0.59


No. 6
Below is a single C10H21N3O4 molecule at a distorted geometry, with properties calculated with the ωB97M-V functional and the def2-TZVPD basis.

Structure (ORCA input):
```
! RIJCOSX wB97M-V def2-TZVPD def2/J DEFGRID3
* xyz 0 1
C 2.68 -1.03 3.32
C 2.32 -0.91 1.75
O 0.97 -1.10 1.43
C 2.86 0.54 1.21
N 2.81 1.67 2.25
C 2.27 0.84 -0.20
O 3.03 1.14 -1.10
N 0.92 1.08 -0.23
C 0.17 0.55 -1.34
C -0.47 -0.82 -1.02
C -1.76 -0.96 -0.28
C -2.78 -1.09 -1.35
C -4.16 -1.56 -0.71
N -4.42 -2.88 -0.14
C -1.00 1.54 -1.62
O -1.66 1.61 -2.60
O -1.02 2.35 -0.56
H 2.85 -2.08 3.63
H 1.84 -0.63 3.85
H 3.65 -0.63 3.66
H 2.92 -1.54 1.11
H 0.46 -1.15 2.26
H 3.90 0.39 0.97
H 2.77 1.28 3.15
H 1.97 2.13 2.32
H 0.54 0.99 0.65
H 0.92 0.65 -2.18
H 0.30 -1.51 -0.66
H -0.60 -1.33 -2.10
H -1.94 -0.20 0.46
H -1.73 -1.92 0.19
H -2.83 -0.20 -1.98
H -2.41 -1.90 -2.11
H -4.93 -1.32 -1.47
H -4.37 -0.79 0.00
H -3.90 -3.20 0.69
H -4.04 -3.53 -0.90
H -1.74 2.94 -0.63
*
```

## Properties
HOMO-LUMO gap in Eh: 0.349
SMILES: C[C@@H](O)[C@H](N)C(=O)N[C@@H](CCCCN)C(=O)O
HOMO level in eV: -9.252
Energy above the lowest of the compared OMol25 structures with the same formula, charge and spin in kcal/mol: 80.4

Atomic partial charges in e from the Mulliken method, atoms 1 to 6: -1.67 0.25 -0.34 -0.28 -0.65 0.36


No. 7
Below is a molecular structure, C21H44CsN6Se, with properties calculated with the ωB97M-V functional and the def2-TZVPD basis.

Structure (ORCA input):
```
! RIJCOSX wB97M-V def2-TZVPD def2/J DEFGRID3
* xyz 1 1
Cs 0.29 -0.65 -0.08
C 3.19 -3.69 0.13
C 2.31 -3.96 -1.09
N 0.92 -3.48 -1.01
C 0.09 -4.31 -0.14
C -1.40 -3.96 -0.21
N -1.79 -2.70 0.44
C -2.34 -2.83 1.79
C -1.34 -3.05 2.93
C -0.69 -1.83 3.58
N 0.45 -1.24 2.86
C 1.67 -2.04 2.96
C 2.91 -1.35 2.39
N 2.99 -1.27 0.93
C 3.82 -2.29 0.28
H 4.03 -4.38 0.05
H 2.67 -3.97 1.05
H 2.33 -5.04 -1.27
H 2.77 -3.49 -1.96
H 0.53 -3.50 -1.95
H 0.45 -4.21 0.88
H 0.18 -5.38 -0.40
H -1.96 -4.80 0.23
H -1.70 -3.91 -1.26
H -2.49 -2.23 -0.14
H -3.06 -3.66 1.82
H -2.91 -1.92 2.00
H -0.58 -3.78 2.63
H -1.90 -3.55 3.73
H -0.38 -2.11 4.59
H -1.45 -1.05 3.69
H 0.63 -0.32 3.26
H 1.50 -2.98 2.45
H 1.88 -2.29 4.01
H 3.79 -1.88 2.79
H 2.96 -0.34 2.80
H 3.36 -0.36 0.68
H 4.76 -2.41 0.83
H 4.08 -1.92 -0.71
C 2.99 6.35 -0.14
C 2.00 5.28 -0.52
C 0.64 5.43 -0.25
C -0.29 4.46 -0.61
C -1.74 4.70 -0.30
C 0.15 3.29 -1.27
Se -1.13 1.93 -1.74
C 1.51 3.13 -1.54
C 2.08 1.92 -2.25
C 2.41 4.12 -1.16
H 2.53 7.11 0.48
H 3.40 6.83 -1.03
H 3.83 5.93 0.41
H 0.30 6.32 0.25
H -1.86 5.62 0.27
H -2.16 3.87 0.28
H -2.32 4.79 -1.21
H 1.30 1.29 -2.67
H 2.70 1.32 -1.58
H 2.73 2.24 -3.07
H 3.46 3.99 -1.39
N -3.83 2.70 -3.02
C -4.59 1.89 -2.02
C -4.14 0.42 -2.06
N -3.82 -0.16 -0.77
H -4.13 3.67 -3.04
H -3.91 2.32 -3.97
H -2.77 2.65 -2.69
H -5.66 2.02 -2.20
H -4.34 2.33 -1.05
H -3.25 0.34 -2.69
H -4.91 -0.19 -2.53
H -4.63 -0.18 -0.16
H -3.10 0.42 -0.33
*
```

## Properties
HOMO-LUMO gap in Eh: 0.267
HOMO level in eV: -9.366

Atomic partial charges in e from the Mulliken method, atoms 1 to 6: 1.45 -0.29 -1.03 -0.06 -0.35 -1.14